Record 1
C5H7NO | ωB97M-V with the def2-TZVPD basis set

Last columns: bonded neighbours and bond lengths (Å).
CARTESIAN COORDINATES (ANGSTROEM)
1 C -2.0583 -0.8346 1.0083  N2 1.268, H5 1.096, H6 1.090
2 N -1.5204 0.1731 0.4581  C1 1.268, C3 1.414
3 C -1.3222 0.0941 -0.9400  N2 1.414, O4 1.209, H7 1.102
4 O -0.9478 -0.8927 -1.5288  C3 1.209
5 H -2.3974 -1.7109 0.4446  C1 1.096
6 H -2.1931 -0.8400 2.0902  C1 1.090
7 H -1.5120 1.0541 -1.4462  C3 1.102
8 C 1.9815 -0.8491 -0.1246  C9 1.305, H11 1.086, H12 1.087
9 C 1.7305 0.4265 -0.0121  C8 1.305, C10 1.305
10 C 1.4448 1.6956 0.0967  C9 1.305, H13 1.087, H14 1.086
11 H 2.7163 -1.3392 0.5080  C8 1.086
12 H 1.4398 -1.4516 -0.8496  C8 1.087
13 H 0.6550 2.0258 0.7667  C10 1.087
14 H 1.9833 2.4489 -0.4714  C10 1.086

- SMILES string: C=NC=O.C=C=C
- DFT total energy: -324.61075 Eh
- Net charge: 0
- Energy above the lowest of the compared OMol25 structures with the same formula, charge and spin: 3.0944 eV
- HOMO: -0.358 hartree
- HOMO-LUMO gap: 9.93 eV

Charges computed using Mulliken, reported in e:
1 C -0.226
2 N -0.271
3 C 0.026
4 O -0.443
5 H 0.242
6 H 0.260
7 H 0.391
8 C -0.640
9 C 0.242
10 C -0.654
11 H 0.252
12 H 0.270
13 H 0.301
14 H 0.250

Record 2
C20H27OSi | ωB97M-V with the def2-TZVPD basis set

Last columns: bonded neighbours and bond lengths (Å).
CARTESIAN COORDINATES (ANGSTROEM)
1 C -1.9091 -0.4651 2.5005  C2 1.489, H10 1.102, H11 1.108, H12 1.111
2 C -0.7899 0.3920 2.0195  C1 1.489, C3 1.490, C4 1.367
3 C -0.7843 1.8730 2.1866  C2 1.490, H13 1.088, H14 1.096, H15 1.092
4 C 0.3774 -0.2580 1.7313  C2 1.367, O5 1.330, H16 1.094
5 O 1.5028 0.4120 1.5018  C4 1.330, Si6 1.699
6 Si 3.0025 -0.3579 1.2916  O5 1.699, C7 1.851, C8 1.855, C9 1.856
7 C 4.1243 1.0345 0.8122  Si6 1.851, H17 1.097, H18 1.098, H19 1.098
8 C 3.5336 -1.1287 2.8935  Si6 1.855, H20 1.099, H21 1.099, H22 1.098
9 C 2.7813 -1.5656 -0.0997  Si6 1.856, H23 1.098, H24 1.098, H25 1.099
10 H -2.7605 0.1457 2.8416  C1 1.102
11 H -2.2963 -1.1556 1.7256  C1 1.108
12 H -1.5758 -1.0991 3.3497  C1 1.111
13 H -1.7486 2.2099 2.5612  C3 1.088
14 H -0.0032 2.1667 2.8975  C3 1.096
15 H -0.5933 2.3994 1.2487  C3 1.092
16 H 0.4424 -1.3487 1.6709  C4 1.094
17 H 5.1462 0.6885 0.6152  C7 1.097
18 H 3.7437 1.5279 -0.0918  C7 1.098
19 H 4.1606 1.7811 1.6165  C7 1.098
20 H 4.5014 -1.6357 2.7790  C8 1.099
21 H 3.6484 -0.3579 3.6685  C8 1.099
22 H 2.8061 -1.8655 3.2579  C8 1.098
23 H 3.7246 -2.0863 -0.3134  C9 1.098
24 H 2.0154 -2.3186 0.1293  C9 1.098
25 H 2.4735 -1.0344 -1.0116  C9 1.099
26 C -2.0355 0.5067 -1.0143  C27 1.420, C33 1.421, H39 1.099
27 C -1.0206 1.3513 -1.5378  C26 1.420, C28 1.434, C32 1.423
28 C -1.1784 2.7606 -1.3253  C27 1.434, C29 1.385, H40 1.094
29 C -0.2497 3.6718 -1.8006  C28 1.385, C30 1.401, H41 1.088
30 C 0.8706 3.2243 -2.5121  C29 1.401, C31 1.402, H42 1.089
31 C 1.0548 1.8513 -2.7246  C30 1.402, C32 1.392, H43 1.084
32 C 0.1631 0.9206 -2.2000  C27 1.423, C31 1.392, H44 1.086
33 C -2.3865 -0.8321 -1.3363  C26 1.421, C34 1.436, C38 1.425
34 C -3.5713 -1.3535 -0.7142  C33 1.436, C35 1.385, H45 1.094
35 C -3.9713 -2.6660 -0.9038  C34 1.385, C36 1.404, H46 1.088
36 C -3.1930 -3.5312 -1.6895  C35 1.404, C37 1.402, H47 1.087
37 C -2.0483 -3.0376 -2.3322  C36 1.402, C38 1.389, H48 1.085
38 C -1.6884 -1.7000 -2.2255  C33 1.425, C37 1.389, H49 1.085
39 H -2.7209 1.0005 -0.3120  C26 1.099
40 H -2.0967 3.1007 -0.8378  C28 1.094
41 H -0.4077 4.7342 -1.6240  C29 1.088
42 H 1.6121 3.9369 -2.8692  C30 1.089
43 H 1.8990 1.4997 -3.3065  C31 1.084
44 H 0.3677 -0.1399 -2.3115  C32 1.086
45 H -4.1931 -0.6589 -0.1423  C34 1.094
46 H -4.8918 -3.0156 -0.4417  C35 1.088
47 H -3.4721 -4.5763 -1.7925  C36 1.087
48 H -1.4460 -3.6969 -2.9476  C37 1.085
49 H -0.9192 -1.3040 -2.8809  C38 1.085

- DFT total energy: -1142.80796 Eh
- Net charge: +1
- Energy above the lowest of the compared OMol25 structures with the same formula, charge and spin: 0.0000 eV
- HOMO: -0.391 hartree
- HOMO-LUMO gap: 4.95 eV

Charges computed using Mulliken, reported in e:
1 C -1.597
2 C 1.049
3 C -1.229
4 C -0.193
5 O -0.406
6 Si 0.220
7 C -0.984
8 C -1.036
9 C -0.901
10 H 0.340
11 H 0.288
12 H 0.408
13 H 0.386
14 H 0.373
15 H 0.144
16 H 0.482
17 H 0.357
18 H 0.255
19 H 0.298
20 H 0.370
21 H 0.313
22 H 0.333
23 H 0.423
24 H 0.321
25 H 0.146
26 C -0.425
27 C 1.136
28 C -0.667
29 C -0.629
30 C -0.380
31 C -0.889
32 C 0.223
33 C 0.990
34 C -0.508
35 C -0.661
36 C -0.351
37 C -0.913
38 C -0.312
39 H 0.189
40 H 0.392
41 H 0.428
42 H 0.420
43 H 0.438
44 H 0.018
45 H 0.422
46 H 0.403
47 H 0.410
48 H 0.429
49 H 0.673